Record 1
# C4H14N2O4

3 unconnected molecules or ions with the total composition C4H14N2O4 in a non-equilibrium geometry (ωB97M-V with the def2-TZVPD basis set, OMol25).

As for the structure (SMILES): NCC[C@H](N)C(=O)O.O.O. As for the energy above the lowest of the compared OMol25 structures with the same formula, charge and spin: 46.4 kcal per mole. The value obtained for the HOMO-LUMO gap is 9.59 eV.

```
! wB97M-V def2-TZVPD RIJCOSX def2/J DEFGRID3
* xyz 0 1
O 1.04 2.22 -1.02
C 0.72 1.80 0.09
O 0.77 2.54 1.20
C 0.15 0.41 0.55
C 1.28 -0.54 0.81
C 0.76 -1.57 1.80
N 0.35 -1.21 3.18
N -0.76 0.00 -0.50
H 1.35 3.41 1.03
H -0.38 0.67 1.50
H 1.63 -1.19 -0.06
H 2.24 0.00 1.13
H 1.39 -2.56 1.76
H -0.22 -1.90 1.28
H 0.05 -0.23 3.22
H 1.12 -1.59 3.79
H -0.22 0.28 -1.43
H -1.10 -1.01 -0.39
H -1.37 -1.23 -3.38
H -0.40 -0.62 -4.38
O -0.67 -0.62 -3.40
H -2.51 0.77 -1.44
H -2.55 0.85 -3.07
O -2.66 1.29 -2.26
*
```

Mulliken atomic charge list, values in e, 6 entries: atom 1 (O): -0.5902, atom 2 (C): 0.2846, atom 3 (O): -0.4537, atom 4 (C): -0.0627, atom 5 (C): -0.2485, atom 6 (C): -0.4748

---

Record 2
# C4H14N2O5

4 unconnected molecules or ions with the total composition C4H14N2O5 in a non-equilibrium geometry (ωB97M-V with the def2-TZVPD basis set, OMol25).

As for the structure (SMILES): NC(=O)[C@@H](N)CC=O.O.O.O. As for the energy above the lowest of the compared OMol25 structures with the same formula, charge and spin: 22.9 kcal per mole. The value obtained for the HOMO-LUMO gap is 9.59 eV.

```
! wB97M-V def2-TZVPD RIJCOSX def2/J DEFGRID3
* xyz 0 1
N 2.47 -1.15 0.72
C 1.03 -1.16 1.00
C 0.44 0.19 0.48
C 1.23 1.33 1.13
O 0.94 1.90 2.14
C 0.25 -2.19 0.18
N -0.63 -2.88 1.02
O 0.34 -2.29 -1.01
H 2.99 -1.85 1.22
H 2.66 -1.18 -0.27
H 0.88 -1.21 2.07
H 0.47 0.30 -0.61
H -0.60 0.25 0.76
H 2.07 1.68 0.53
H -1.40 -3.39 0.62
H -0.81 -2.43 1.90
H -3.37 1.85 -1.57
H -3.30 2.45 -0.13
O -2.79 2.30 -0.95
H 0.82 3.28 -1.90
H -0.36 2.91 -0.93
O 0.51 2.65 -1.24
H -2.45 -0.37 -3.04
H -1.46 -0.11 -1.86
O -2.36 0.08 -2.19
*
```

Mulliken atomic charge list, values in e, 6 entries: atom 1 (N): -0.6547, atom 2 (C): 0.1058, atom 3 (C): -0.6005, atom 4 (C): -0.0784, atom 5 (O): -0.5144, atom 6 (C): 0.3866

---

Record 3
# C4H14N2S

2 unconnected molecules or ions with the total composition C4H14N2S in a non-equilibrium geometry (ωB97M-V with the def2-TZVPD basis set, OMol25).

As for the energy above the lowest of the compared OMol25 structures with the same formula, charge and spin: 26.2 kcal per mole. The value obtained for the HOMO-LUMO gap (spin up / spin down) is 2.73 / 8.13 eV.

```
! wB97M-V def2-TZVPD RIJCOSX def2/J DEFGRID3
* xyz -1 2
C -1.53 -1.45 1.28
N -1.90 -0.05 1.09
C -1.08 -2.15 0.00
N 0.32 -1.96 -0.37
H -2.41 -2.00 1.64
H -0.74 -1.57 2.02
H -2.43 0.29 1.89
H -1.06 0.53 1.03
H -1.78 -1.80 -0.77
H -1.33 -3.23 0.13
H 0.60 -2.63 -1.09
H 0.98 -0.50 0.11
H 0.99 -1.96 0.41
C 1.23 2.15 -2.13
C 0.23 1.70 -1.06
S 1.31 0.92 0.60
H 1.83 1.29 -2.38
H 1.85 2.92 -1.71
H 0.72 2.60 -2.98
H -0.36 0.85 -1.36
H -0.34 2.52 -0.63
*
```

Mulliken atomic charge list, values in e, 6 entries: atom 1 (C): -0.5760, atom 2 (N): -0.6100, atom 3 (C): -0.7313, atom 4 (N): -0.8782, atom 5 (H): 0.4562, atom 6 (H): 0.3017

---

Record 4
# C4H14N2S2

2 unconnected molecules or ions with the total composition C4H14N2S2 (ωB97M-V with the def2-TZVPD basis set, OMol25).

As for the structure (SMILES): CCSS.NCCN. As for the energy above the lowest of the compared OMol25 structures with the same formula, charge and spin: 0.0 kcal per mole. The value obtained for the HOMO-LUMO gap is 9.28 eV.

```
! wB97M-V def2-TZVPD RIJCOSX def2/J DEFGRID3
* xyz 0 1
C 2.94 1.38 0.66
C 1.52 1.73 1.05
S 0.46 1.82 -0.44
S -1.39 2.07 0.45
H 3.31 1.97 -0.19
H 3.06 0.32 0.43
H 3.60 1.61 1.51
H 1.46 2.69 1.56
H 1.08 0.96 1.68
H -1.25 3.36 0.77
C -1.33 -1.89 0.02
C -1.20 -1.34 -1.39
N -2.45 -0.72 -1.81
N -0.03 -2.38 0.49
H -1.74 -1.10 0.66
H -2.03 -2.72 0.02
H -0.32 -0.67 -1.40
H -0.97 -2.16 -2.08
H -2.44 -0.50 -2.80
H -2.65 0.13 -1.30
H 0.54 -1.59 0.80
H -0.16 -2.97 1.30
*
```

Mulliken atomic charge list, values in e, 6 entries: atom 1 (C): -1.1578, atom 2 (C): -0.3436, atom 3 (S): -0.1035, atom 4 (S): -0.2541, atom 5 (H): 0.3210, atom 6 (H): 0.3048

---

Record 5
# C4H14N2Si2

C4H14N2Si2 in the gas phase in a non-equilibrium geometry (ωB97M-V with the def2-TZVPD basis set, OMol25).

As for the energy above the lowest of the compared OMol25 structures with the same formula, charge and spin: 209.1 kcal per mole. The value obtained for the HOMO-LUMO gap (spin up / spin down) is 8.60 / 5.83 eV.

```
! wB97M-V def2-TZVPD RIJCOSX def2/J DEFGRID3
* xyz 0 1
C 0.28 0.65 1.44
C 0.19 1.73 0.35
C -1.90 -0.36 1.23
C 2.30 1.51 -0.74
N -0.47 -0.53 0.99
N 0.87 1.37 -0.77
Si 0.19 -1.54 -0.21
Si -1.00 -2.54 -1.82
H 1.33 0.37 1.69
H -0.08 0.95 2.51
H -0.91 1.70 0.04
H 0.66 2.63 0.71
H -2.38 -1.10 0.48
H -2.33 -1.00 2.07
H -2.25 0.67 1.05
H 2.77 0.59 -0.89
H 2.54 2.19 -1.51
H 2.72 2.16 0.14
H 1.72 -1.42 0.00
H -1.31 -1.67 -3.17
H -2.48 -2.52 -1.20
H -0.44 -3.85 -2.41
*
```

Mulliken atomic charge list, values in e, 6 entries: atom 1 (C): -0.8116, atom 2 (C): -0.1849, atom 3 (C): -0.6168, atom 4 (C): -0.8554, atom 5 (N): 0.2774, atom 6 (N): -0.3872

---

Record 6
# C4H14N2Si2

A molecular structure, C4H14N2Si2 in a non-equilibrium geometry (ωB97M-V with the def2-TZVPD basis set, OMol25).

As for the energy above the lowest of the compared OMol25 structures with the same formula, charge and spin: 34.9 kcal per mole. The value obtained for the HOMO-LUMO gap is 9.18 eV.

```
! wB97M-V def2-TZVPD RIJCOSX def2/J DEFGRID3
* xyz 0 1
C -0.57 -2.91 0.77
C -0.70 -1.32 -2.09
C 0.77 1.88 2.22
C 0.62 2.41 -0.92
N 1.00 -0.53 -0.06
N -1.32 0.15 0.50
Si -0.67 -1.29 -0.22
Si 0.59 1.11 0.42
H -1.47 -3.49 0.98
H 0.09 -3.60 0.23
H -0.18 -2.64 1.72
H -0.50 -0.40 -2.50
H 0.03 -2.02 -2.53
H -1.68 -1.56 -2.38
H 1.74 2.12 2.60
H 0.47 2.93 2.26
H 0.24 1.43 2.98
H 0.75 3.36 -0.62
H 1.42 2.15 -1.61
H -0.32 2.28 -1.58
H 1.89 -0.80 -0.51
H -2.19 0.74 0.35
*
```

Mulliken atomic charge list, values in e, 6 entries: atom 1 (C): -0.9864, atom 2 (C): -1.0451, atom 3 (C): -1.2866, atom 4 (C): -1.0431, atom 5 (N): -0.3395, atom 6 (N): -0.5067

---

Record 7
# C4H14N3

2 unconnected molecules or ions with the total composition C4H14N3 in a non-equilibrium geometry (ωB97M-V with the def2-TZVPD basis set, OMol25).

As for the energy above the lowest of the compared OMol25 structures with the same formula, charge and spin: 69.5 kcal per mole. The value obtained for the HOMO-LUMO gap (spin up / spin down) is 5.17 / 9.86 eV.

```
! wB97M-V def2-TZVPD RIJCOSX def2/J DEFGRID3
* xyz 0 2
C -0.89 0.98 2.49
C -2.00 -0.02 2.62
H -0.81 0.85 1.37
H -1.24 2.05 2.61
H 0.08 0.79 3.16
H -2.76 0.44 3.26
H -2.25 -0.39 1.62
H -1.62 -0.79 3.14
C 0.77 1.34 -2.46
C 0.92 -1.03 -1.36
N 1.59 0.14 -1.74
N 1.76 -2.07 -1.11
N -0.41 -1.12 -0.77
H 2.60 0.13 -2.04
H 2.68 -1.98 -1.28
H 1.73 -2.75 -0.34
H -0.85 -0.16 -0.66
H -1.22 -1.86 -0.99
H 1.19 2.34 -1.93
H -0.33 1.42 -2.14
H 1.05 1.68 -3.45
*
```

Mulliken atomic charge list, values in e, 6 entries: atom 1 (C): -0.2352, atom 2 (C): -0.8424, atom 3 (H): -0.1670, atom 4 (H): 0.2376, atom 5 (H): 0.2424, atom 6 (H): 0.2771

---

Record 8
# C4H14N3

2 unconnected molecules or ions with the total composition C4H14N3 in a non-equilibrium geometry (ωB97M-V with the def2-TZVPD basis set, OMol25).

As for the energy above the lowest of the compared OMol25 structures with the same formula, charge and spin: 12.0 kcal per mole. The value obtained for the HOMO-LUMO gap is 11.76 eV.

```
! wB97M-V def2-TZVPD RIJCOSX def2/J DEFGRID3
* xyz 1 1
C -0.14 -2.07 1.75
C -0.44 -2.30 0.27
H -1.03 -1.73 2.27
H 0.26 -2.98 2.17
H 0.60 -1.27 1.83
H -0.38 -1.47 -0.44
H -1.41 -2.76 0.15
H 0.18 -3.04 -0.25
C 1.85 0.55 -0.72
C -0.40 1.65 -0.54
N -1.53 1.62 0.15
N 0.70 1.13 0.00
N -0.32 2.43 -1.63
H -1.67 1.13 1.02
H -2.38 2.06 -0.15
H 0.60 0.90 0.97
H 0.36 2.15 -2.32
H -1.19 2.83 -1.95
H 2.32 -0.17 -0.05
H 2.53 1.35 -0.96
H 1.49 -0.01 -1.57
*
```

Mulliken atomic charge list, values in e, 6 entries: atom 1 (C): -0.7044, atom 2 (C): -0.8162, atom 3 (H): 0.2519, atom 4 (H): 0.3212, atom 5 (H): 0.1402, atom 6 (H): 0.1145

---

Record 9
# C4H14N3

2 unconnected molecules or ions with the total composition C4H14N3 in a non-equilibrium geometry (ωB97M-V with the def2-TZVPD basis set, OMol25).

As for the energy above the lowest of the compared OMol25 structures with the same formula, charge and spin: 19.9 kcal per mole. The value obtained for the HOMO-LUMO gap is 11.14 eV.

```
! wB97M-V def2-TZVPD RIJCOSX def2/J DEFGRID3
* xyz 1 1
C 1.09 2.42 -1.37
C -0.39 2.10 -1.35
H 1.63 1.97 -2.21
H 1.23 3.49 -1.38
H 1.64 1.95 -0.54
H -1.02 2.99 -1.32
H -0.79 1.57 -0.49
H -0.79 1.51 -2.18
C 0.85 -2.76 0.59
C -0.63 -0.90 0.86
N -0.46 -2.21 0.73
N 0.36 -0.08 1.20
N -1.84 -0.32 0.64
H -1.22 -2.78 0.38
H 1.14 -0.38 1.78
H 0.10 0.85 1.50
H -2.57 -0.65 0.05
H -2.17 0.20 1.45
H 1.46 -2.79 1.50
H 1.53 -2.37 -0.17
H 0.84 -3.82 0.32
*
```

Mulliken atomic charge list, values in e, 6 entries: atom 1 (C): -0.8387, atom 2 (C): -0.5956, atom 3 (H): 0.2793, atom 4 (H): 0.2841, atom 5 (H): 0.2580, atom 6 (H): 0.3432

---

Record 10
# C4H14N3

2 unconnected molecules or ions with the total composition C4H14N3 in a non-equilibrium geometry (ωB97M-V with the def2-TZVPD basis set, OMol25).

As for the energy above the lowest of the compared OMol25 structures with the same formula, charge and spin: 200.6 kcal per mole. The value obtained for the HOMO-LUMO gap (spin up / spin down) is 10.59 / 6.46 eV.

```
! wB97M-V def2-TZVPD RIJCOSX def2/J DEFGRID3
* xyz 1 1
C -3.53 -0.10 0.23
C 1.61 1.21 -0.96
C -2.43 -0.98 0.34
C 0.53 -0.78 -0.03
N 2.00 0.55 1.28
N 2.75 -0.66 -0.48
N 1.69 0.07 -0.03
H -3.79 0.51 -0.69
H -4.42 -0.63 0.47
H -3.56 0.62 1.08
H 0.65 1.78 -0.88
H 2.54 1.81 -0.87
H 1.50 1.01 -1.98
H -2.04 -1.41 -0.52
H -2.51 -1.31 1.37
H 0.41 -1.22 0.95
H 0.61 -1.52 -0.81
H 1.53 1.43 1.53
H 1.86 -0.15 2.07
H 3.06 -0.37 -1.46
H 3.44 -0.52 0.32
*
```

Mulliken atomic charge list, values in e, 6 entries: atom 1 (C): -0.9472, atom 2 (C): -1.1206, atom 3 (C): -0.5194, atom 4 (C): -0.6255, atom 5 (N): -0.8176, atom 6 (N): -0.7058

---

Record 11
# C4H14N3

2 unconnected molecules or ions with the total composition C4H14N3 in a non-equilibrium geometry (ωB97M-V with the def2-TZVPD basis set, OMol25).

As for the energy above the lowest of the compared OMol25 structures with the same formula, charge and spin: 29.1 kcal per mole. The value obtained for the HOMO-LUMO gap is 11.49 eV.

```
! wB97M-V def2-TZVPD RIJCOSX def2/J DEFGRID3
* xyz 1 1
C -2.81 0.52 -0.65
C -0.68 0.25 0.69
N -1.34 0.59 -0.43
N -0.91 -0.83 1.43
N 0.05 1.26 1.24
H -0.95 1.39 -0.91
H -1.71 -1.37 1.18
H -0.26 -1.21 2.09
H 0.07 2.11 0.70
H 0.87 1.16 1.81
H -3.13 -0.51 -0.79
H -2.85 0.99 -1.63
H -3.44 0.94 0.15
C 1.56 -0.85 -1.11
C 2.68 -0.37 -0.08
H 1.21 0.07 -1.58
H 2.02 -1.57 -1.80
H 0.83 -1.59 -0.76
H 3.39 -1.19 0.02
H 3.15 0.49 -0.51
H 2.27 -0.28 0.92
*
```

Mulliken atomic charge list, values in e, 6 entries: atom 1 (C): -0.9800, atom 2 (C): 0.5740, atom 3 (N): -0.2161, atom 4 (N): -0.3138, atom 5 (N): -0.3446, atom 6 (H): 0.2936